The following is a DFT calculation (the ωB97M-V functional and the def2-TZVPD basis) of a 4-piece molecular cluster, C2H12N2O4 overall in a non-equilibrium geometry.

The geometry in ORCA input format:
```
! RIJCOSX wB97M-V def2-TZVPD def2/J DEFGRID3
* xyz 0 1
O 0.24462 1.40411 -2.05727
O -2.17001 -0.12963 2.54824
O 2.40472 -0.17969 -2.30896
O -0.76819 -1.81944 1.14200
N 0.94853 0.19169 1.15902
N -1.44722 0.15987 -0.82173
C -0.09352 0.53273 -1.13251
C 0.45521 1.24553 0.28941
H -0.39509 1.73141 0.67702
H -2.00181 0.65424 3.11884
H -0.55109 -2.77986 0.91504
H -1.44585 -0.62905 -0.14449
H 1.90990 0.16259 1.42107
H 0.40411 -0.44632 -0.95642
H 2.62690 -0.55098 -3.17635
H -2.03912 -0.18616 -1.64977
H 0.56792 -0.78868 0.90140
H 1.58777 0.43576 -2.44235
H -1.48415 -0.88740 2.67194
H 1.24637 1.87929 -0.15410
*
```

Values from the calculation:
* lowest unoccupied orbital energy: -4.0849 eV
* ΔE to the lowest compared entry with this formula, charge and spin: 192.2 kcal per mole
* energy: -13432.0841 eV
* frontier orbital gap: 0.186 Eh